{"formula": "C9H23BBr8Na3O", "method": "ωB97M-V/def2-TZVPD", "spin_multiplicity": 1, "e_above_lowest_ev": 2.391, "max_force_ev_per_a": 4.18, "total_energy_ev": -586012.533, "charge": 1, "lumo_ev": -4.5, "elements": ["Na", "Na", "Na", "B", "H", "H", "H", "H", "C", "O", "H", "H", "H", "Br", "C", "C", "Br", "H", "H", "H", "H", "Br", "C", "C", "Br", "H", "H", "H", "H", "Br", "C", "C", "Br", "H", "H", "H", "H", "Br", "C", "C", "Br", "H", "H", "H", "H"], "xyz": [[-0.8409, 1.9700, 3.6434], [0.7851, -1.2931, 3.3388], [-2.5842, -0.6346, 1.6208], [-0.0677, 0.2036, 1.4316], [-0.6257, 0.7582, 0.5106], [0.2462, -0.9405, 1.2107], [0.9360, 0.7879, 1.8198], [-0.8180, 0.2018, 2.3192], [-2.7583, 2.6797, 1.4755], [-2.9823, 1.8720, 2.5804], [-1.6930, 2.9326, 1.2506], [-3.2469, 2.3280, 0.5428], [-3.2505, 3.6756, 1.5901], [2.4699, 0.6577, -2.5147], [2.4137, 0.6618, -0.5814], [2.9826, -0.6621, -0.1273], [3.4448, -0.6183, 1.7776], [1.3927, 0.7951, -0.2597], [3.0770, 1.4693, -0.2980], [3.9186, -0.8992, -0.6235], [2.3184, -1.5057, -0.2928], [-2.5911, 2.4771, -1.7886], [-1.0072, 3.1109, -0.7998], [-0.1868, 3.9942, -1.6963], [1.6004, 4.1478, -0.9328], [-0.4659, 2.2043, -0.5534], [-1.4330, 3.5693, 0.0825], [-0.5855, 4.9938, -1.8285], [-0.0712, 3.5436, -2.6763], [-3.8808, -0.3695, -0.8807], [-2.2385, -0.1277, -1.9070], [-1.9051, -1.3702, -2.6634], [-1.4340, -2.8355, -1.4745], [-1.4483, 0.1125, -1.2070], [-2.4527, 0.6927, -2.5850], [-1.0445, -1.2245, -3.3148], [-2.7103, -1.7035, -3.3138], [0.3402, -5.3597, 2.1268], [1.3434, -4.4324, 0.7451], [2.8246, -4.4031, 1.0917], [3.8340, -4.0774, -0.5148], [0.9258, -3.4417, 0.5796], [1.1938, -4.9885, -0.1759], [3.1682, -5.3467, 1.4992], [3.1069, -3.6060, 1.7731]], "forces_ev_per_a": [[-1.048, 0.368, -0.678], [0.397, -0.086, -0.463], [-0.528, 0.826, -0.063], [0.896, 0.303, -0.368], [0.166, -0.400, 0.353], [0.033, -0.431, -0.308], [-0.289, 0.127, -0.013], [-1.006, -0.199, 1.567], [-1.047, 0.546, 0.690], [1.241, -0.907, 0.254], [-0.711, -0.846, 1.141], [0.520, -0.247, 0.544], [0.245, -0.036, 0.132], [-0.278, -0.070, -0.257], [0.653, -0.402, -0.072], [0.008, -0.133, -0.359], [0.086, -0.200, 0.251], [0.101, 0.255, -0.073], [-0.234, 0.195, 0.213], [0.074, 0.121, 0.100], [-0.145, 0.113, 0.139], [-0.034, 4.173, 0.134], [-0.139, 0.220, -1.182], [0.013, -0.098, -0.276], [-0.068, 0.191, 0.059], [-0.012, 0.162, 0.077], [0.599, 0.461, -0.902], [-0.023, 0.046, 0.175], [0.190, -0.032, -0.021], [-0.151, -0.214, 0.054], [-0.025, -2.124, -0.709], [0.067, -0.414, -0.450], [0.068, -0.167, 0.067], [-0.029, 0.249, -0.030], [0.350, -1.457, -0.176], [0.158, 0.162, 0.227], [-0.149, -0.127, 0.254], [-0.089, 0.363, 0.135], [0.472, -0.117, -0.380], [-0.207, 0.002, 0.166], [0.215, 0.031, -0.299], [-0.047, 0.041, 0.209], [-0.074, -0.152, 0.097], [-0.048, -0.104, -0.065], [-0.175, 0.006, 0.108]], "nbo_charge": [0.9677, 0.9608, 0.9298, -0.8391, 0.0014, -0.0471, -0.0021, -0.1138, -0.2562, -1.0485, 0.0776, 0.1504, 0.1436, 0.0177, -0.4603, -0.4261, -0.0653, 0.2373, 0.2376, 0.2488, 0.2284, 0.0001, -0.4181, -0.4446, -0.0143, 0.2227, 0.2339, 0.2386, 0.2326, -0.0290, -0.4498, -0.4489, -0.0371, 0.2248, 0.2491, 0.2443, 0.2386, -0.0040, -0.4607, -0.4678, 0.0240, 0.2181, 0.2447, 0.2414, 0.2188]}


{"formula": "C6H6N4", "method": "ωB97M-V/def2-TZVPD", "spin_multiplicity": 1, "e_above_lowest_ev": 2.726, "max_force_ev_per_a": 7.31, "total_energy_ev": -12277.034, "lumo_ev": 0.8, "elements": ["C", "C", "C", "C", "C", "C", "H", "H", "H", "H", "H", "H", "N", "N", "N", "N"], "xyz": [[1.1269, -0.7283, -0.0742], [1.4748, 1.4871, 0.0469], [0.1844, 1.7584, 0.0442], [-2.0650, 0.5289, -0.0908], [-2.4568, -0.7114, -0.0617], [-0.2607, -0.6411, 0.2346], [2.8734, -1.6138, -0.0743], [1.4107, -2.9436, 0.0061], [2.2065, 2.3861, 0.2127], [-0.1378, 2.8306, 0.1528], [-2.7509, 1.3910, 0.1170], [-3.4392, -1.3299, -0.4371], [1.8424, -1.8711, -0.0090], [2.0172, 0.2045, -0.1410], [-0.7564, 0.7151, -0.0807], [-1.2694, -1.4624, 0.1547]], "forces_ev_per_a": [[2.286, -2.497, 1.686], [3.152, 0.574, -0.135], [-2.456, 2.077, 0.237], [-3.040, 6.645, 0.043], [0.050, -6.552, -0.553], [-1.899, 2.787, -2.849], [-2.001, -1.302, 0.076], [1.692, 4.255, -0.185], [-1.376, -2.035, -0.514], [-0.082, -1.488, -0.163], [0.771, -0.628, -1.039], [2.557, 2.150, 1.669], [-0.462, -5.330, -0.164], [-1.409, 4.517, 0.073], [3.013, -2.175, 2.147], [-0.795, -1.000, -0.331]], "nbo_charge": [0.3740, -0.0246, -0.1148, -0.0603, -0.0955, 0.2302, 0.4286, 0.4191, 0.2123, 0.2217, 0.2157, 0.2455, -0.8054, -0.5067, -0.3177, -0.4220]}